[1]
C5H10N4 | the ωB97M-V functional and the def2-TZVPD basis

Output
SMILES: CNN=C1N[C@@H]2C[C@H]2N1
LUMO energy: 1.1 eV
gap between HOMO and LUMO: 9.2 eV
energy above the lowest of the compared OMol25 structures with the same formula, charge and spin: 170.07 kcal/mol
electronic energy: -11300.5030 eV

The geometry in XYZ format:
```
19
Properties=species:S:1:pos:R:3:forces:R:3
C 2.7159 0.0626 -0.2761 1.82 0.97 -0.93
N 1.8764 0.9152 -1.2323 -1.22 -3.14 3.73
N 0.7545 0.1330 -1.6619 2.02 1.34 -2.47
C -0.0755 -0.0385 -0.7776 -0.75 -2.35 0.36
N -1.3239 -0.8181 -1.0033 0.98 0.17 -1.49
C -1.7032 -0.8486 0.3565 -1.75 -4.54 1.15
C -2.4968 -0.1001 1.4339 -2.14 -0.73 2.47
C -1.3832 0.5317 0.7144 -0.83 -0.51 1.83
N 0.0118 0.3378 0.6107 -0.45 -0.59 -0.35
H 3.5887 0.7572 -0.1097 -0.56 -0.93 0.15
H 3.2094 -1.0034 -0.6311 -1.77 2.57 0.53
H 2.1632 0.0070 0.6932 0.65 -0.45 -1.03
H 2.3244 1.3348 -1.9732 1.33 0.30 -2.03
H -1.2018 -1.7266 -1.5326 -0.01 1.62 1.03
H -1.0988 -1.8153 0.8011 -1.33 2.93 0.05
H -3.5269 0.3669 1.4622 1.35 -0.19 -0.93
H -2.4262 -0.5283 2.4964 0.52 0.16 -1.86
H -1.7250 1.1973 -0.0567 -0.63 0.35 -0.10
H 0.3170 1.2353 0.6863 2.78 3.01 -0.11
```
Positions in Å, forces in eV/Å.

---

[2]
CH3IN2O2 | the ωB97M-V functional and the def2-TZVPD basis

Output
LUMO energy: 0.2 eV
gap between HOMO and LUMO: 8.6 eV
energy above the lowest of the compared OMol25 structures with the same formula, charge and spin: 94.33 kcal/mol
electronic energy: -16256.3193 eV

The geometry in XYZ format:
```
9
Properties=species:S:1:pos:R:3:forces:R:3
C -0.9198 0.6356 -1.5324 -0.02 -0.17 3.52
N 0.4646 0.0344 0.3139 -1.43 -1.14 1.37
N -0.7126 0.3760 -0.3315 -2.89 0.58 1.01
O -0.8216 0.8756 -2.6293 0.07 0.43 -3.33
O -3.2634 1.0930 -1.2225 0.63 -0.08 -0.52
I -3.6827 0.8086 0.5844 0.34 -0.08 0.26
H 1.2101 0.0711 -0.2815 2.42 0.20 -1.79
H 0.6069 0.5985 1.1269 -0.08 0.53 0.22
H -1.8364 0.4733 0.5141 0.96 -0.27 -0.75
```
Positions in Å, forces in eV/Å.

---

[3]
C62H140N6O14 | the ωB97M-V functional and the def2-TZVPD basis

Output
SMILES: CC1(C)CCCC(C)(C)N1O.CC1(C)CCCC(C)(C)N1O.CC1(C)CCCC(C)(C)N1O.CC1(C)CCCC(C)(C)N1O.CC1(C)CCCC(C)(C)N1O.CC1(C)CCCC(C)(C)N1O.OCCO.OCCO.OCCO.CO.CO
LUMO energy: 0.3 eV
gap between HOMO and LUMO: 8.7 eV
electronic energy: -104159.4877 eV

The geometry in XYZ format:
```
222
Properties=species:S:1:pos:R:3:forces:R:3
C -2.1691 8.1487 4.4556 -0.81 -0.56 1.06
C -1.8844 6.8348 3.6999 1.46 0.49 0.60
C -0.3553 6.8769 3.3276 0.40 -0.44 0.50
C -2.1071 5.7028 4.6779 2.23 0.38 1.35
C -2.1288 4.3506 4.0652 0.82 -0.81 0.08
C -3.1489 4.3753 2.9726 -1.65 -1.63 0.03
C -2.9876 5.4097 1.8736 1.83 0.56 0.98
C -1.7285 5.0301 1.0246 -1.86 -0.08 -0.88
C -4.2290 5.4954 1.0357 -0.12 1.42 -0.84
N -2.8433 6.7168 2.6118 -0.04 0.01 -1.16
O -2.5556 7.7396 1.6537 0.28 -0.24 0.09
H -1.7752 9.0283 3.9878 -0.14 0.45 -0.63
H -3.2598 8.2033 4.6466 0.50 0.30 -0.45
H -1.7297 8.1579 5.4699 0.13 -0.40 -0.42
H 0.1589 5.8987 3.1936 -0.68 0.49 -0.51
H -0.1367 7.5929 2.5389 0.05 -0.26 -0.42
H 0.2445 7.2687 4.1554 -0.52 0.23 0.31
H -1.2837 5.8015 5.4720 -1.20 -0.18 -0.91
H -3.0422 5.8653 5.1457 -1.09 0.21 0.74
H -1.1687 4.0571 3.6198 0.14 0.23 0.13
H -2.3053 3.5637 4.8382 -0.23 0.49 -0.61
H -4.1491 4.5331 3.4240 0.31 -0.07 -0.12
H -3.1683 3.3559 2.5406 -0.25 0.46 -0.19
H -1.9563 3.9926 0.7062 0.77 0.27 0.29
H -0.8241 5.1600 1.5974 0.28 -0.35 -0.19
H -1.7053 5.5813 0.0608 0.19 0.03 0.67
H -4.3838 4.5729 0.4794 -0.33 -0.23 0.28
H -4.0726 6.2852 0.2432 -0.30 -0.66 0.91
H -5.0698 5.8117 1.6958 0.38 -0.49 -0.71
H -1.6493 7.5394 1.3411 -0.49 0.18 -0.02
C 0.4932 -0.7196 6.2997 0.04 -0.15 0.34
C -0.2137 0.6198 6.0328 0.36 -0.16 -0.68
C 0.0499 1.6003 7.1705 1.25 -1.16 0.81
C 0.5006 1.2125 4.7919 -2.38 0.40 -0.69
C 0.0174 0.6049 3.4589 0.49 -0.65 -1.20
C -1.4893 0.5349 3.3781 -1.39 -0.93 0.87
C -2.2187 -0.2100 4.6074 1.72 1.90 -0.91
C -3.6513 0.2840 4.4399 -0.85 -0.32 0.22
C -2.0650 -1.7385 4.5252 -1.35 0.54 -0.94
N -1.6571 0.4716 5.8153 -0.85 0.25 0.33
O -2.1657 -0.2148 6.9768 0.48 -0.93 -0.43
H 1.0705 -1.0235 5.4162 -0.07 -0.16 0.38
H 1.1362 -0.6240 7.1791 0.26 -0.09 -0.30
H -0.2153 -1.4901 6.5619 -0.21 -0.27 -0.08
H -0.3843 1.2884 8.1402 -0.24 0.31 -0.63
H 1.1498 1.4786 7.3659 -0.78 0.69 -0.23
H -0.1850 2.6126 6.8735 -0.18 0.26 0.23
H 0.3431 2.3206 4.6792 0.05 -0.89 0.40
H 1.5143 1.0232 4.9739 1.66 0.01 -0.03
H 0.3498 1.3119 2.6806 0.05 -0.31 0.04
H 0.4183 -0.4140 3.0890 -0.16 1.37 1.20
H -1.8839 0.0338 2.4827 0.52 -0.19 0.02
H -1.9922 1.5018 3.3127 0.52 0.38 0.24
H -3.9431 0.0983 3.3963 -0.20 -0.30 0.31
H -3.7136 1.3852 4.5403 0.16 -0.57 0.32
H -4.3791 -0.2015 5.1354 0.51 0.34 -0.55
H -1.0575 -2.0664 4.2903 0.30 0.00 0.70
H -2.6065 -2.0305 3.5819 0.03 0.04 1.03
H -2.5453 -2.1679 5.4294 0.61 -0.18 -0.70
H -2.7275 0.3657 7.4796 -0.25 0.80 -0.15
C 1.4422 -5.2958 4.0564 1.83 -1.32 2.54
C 1.6754 -5.4097 2.5840 -1.25 0.18 -0.53
C 1.3933 -6.8738 2.1331 -0.73 0.67 1.48
C 0.5790 -4.5410 1.9321 1.23 -0.52 -0.70
C 0.9343 -4.1437 0.5335 1.85 0.23 -1.83
C 2.3521 -3.4237 0.6685 -1.28 -2.83 0.64
C 3.3937 -4.5288 1.0303 0.25 2.30 0.23
C 3.5112 -5.6367 0.0297 0.23 -0.34 -0.66
C 4.7936 -3.8604 1.0796 0.24 -0.14 0.59
N 3.0272 -4.8681 2.3930 0.40 -1.31 0.01
O 3.9416 -5.9463 2.7810 -0.14 0.48 0.30
H 1.7474 -4.3383 4.4907 -0.59 0.34 -0.56
H 0.4446 -5.5915 4.3886 0.12 0.08 -0.08
H 2.2154 -5.9504 4.6185 -1.47 0.32 -0.71
H 2.2452 -7.4655 2.3959 0.20 -0.70 0.14
H 0.4753 -7.1516 2.7077 0.88 -0.20 -0.19
H 1.0999 -7.0454 1.1218 0.20 0.33 -0.99
H -0.2831 -5.1529 1.9458 -1.25 -0.42 0.21
H 0.4101 -3.6446 2.4911 -0.18 0.58 0.52
H 0.8951 -4.9575 -0.3026 0.29 1.12 1.76
H 0.2871 -3.3942 0.1567 -0.98 0.74 -0.23
H 2.2363 -2.8022 1.5524 0.27 0.42 0.00
H 2.6598 -2.8392 -0.1534 0.18 0.54 -1.13
H 2.6300 -6.0037 -0.4743 -0.44 0.47 -0.27
H 3.9087 -6.5336 0.4555 0.64 -0.40 0.58
H 4.2554 -5.2503 -0.6625 -0.23 -0.43 -0.66
H 4.9739 -3.1706 0.2607 -0.43 0.35 -0.15
H 5.5685 -4.5999 0.9318 0.23 -0.42 0.30
H 4.9996 -3.3640 2.0398 -0.28 -0.03 -0.34
H 3.9231 -5.8989 3.7487 0.23 0.09 -0.33
C 1.9711 -0.8235 -6.7084 0.52 0.09 -0.94
C 2.8645 -2.1002 -6.8168 -0.20 0.26 0.65
C 2.3082 -3.0473 -7.8823 1.79 0.27 -1.77
C 4.2434 -1.6368 -7.3265 0.98 -0.80 0.50
C 5.1900 -1.0243 -6.2866 -1.28 0.53 0.31
C 5.2953 -2.0030 -5.1363 0.31 1.13 -0.06
C 3.9992 -2.3996 -4.5030 -1.01 -1.10 0.42
C 4.2878 -3.6274 -3.6307 -1.02 -1.53 0.67
C 3.4435 -1.2950 -3.6301 -0.06 -0.46 1.55
N 3.0122 -2.9034 -5.5506 1.34 1.24 -0.59
O 1.7198 -3.1144 -4.9823 0.86 -0.44 -0.31
H 2.5342 0.0282 -6.2867 -0.22 -0.32 -0.17
H 1.6580 -0.5503 -7.7639 0.22 -0.17 1.30
H 1.1023 -0.9859 -6.0917 -0.45 -0.12 0.10
H 1.4213 -3.6015 -7.6384 -0.42 -0.08 0.30
H 2.1308 -2.4042 -8.7802 -0.23 -0.64 0.52
H 3.1398 -3.7549 -8.2379 -1.28 0.69 0.79
H 4.7309 -2.5030 -7.7668 0.19 -0.19 -0.11
H 4.1100 -0.9270 -8.1109 -0.37 0.47 -0.77
H 6.2184 -0.8695 -6.6218 -0.33 0.25 -0.53
H 4.7156 -0.0456 -6.0384 0.73 -0.45 0.36
H 5.9838 -1.6277 -4.3527 -0.36 -0.30 -0.30
H 5.7200 -2.8708 -5.5829 0.62 -0.97 -0.17
H 4.7826 -4.4729 -4.1814 -0.22 1.01 0.30
H 3.3014 -4.0847 -3.2877 1.15 0.68 -0.17
H 4.8729 -3.3945 -2.7153 -0.26 0.01 -0.59
H 3.0698 -0.4685 -4.1887 -0.54 0.60 -0.43
H 4.2097 -0.8836 -2.9579 0.17 -0.14 -0.32
H 2.7040 -1.6921 -2.9011 0.03 0.30 -0.73
H 1.7256 -4.0890 -4.9436 -0.58 -0.01 0.19
C 5.6309 0.6707 -0.8163 0.19 0.60 0.13
C 4.5565 1.3735 0.0958 -0.41 -1.66 0.00
C 3.1761 0.8816 -0.4059 0.73 -0.01 0.05
C 4.6825 0.9280 1.6043 -0.31 0.89 -0.01
C 3.9037 1.8304 2.5453 0.23 0.66 0.11
C 4.2640 3.2799 2.2862 -0.48 0.08 0.81
C 4.0200 3.7453 0.8897 -0.08 -0.21 -1.35
C 2.5372 3.8897 0.5087 -0.86 -0.81 2.24
C 4.6473 5.1253 0.7652 -1.57 -0.29 -1.20
N 4.7052 2.8303 -0.0704 0.85 -0.13 1.13
O 4.3415 3.1694 -1.4051 0.88 0.72 -0.19
H 5.4937 -0.4308 -0.9034 -0.12 0.78 0.18
H 5.6004 1.1325 -1.8352 -0.08 -0.52 0.75
H 6.6445 0.8568 -0.4153 -0.40 -0.06 -0.12
H 2.3418 0.9911 0.2702 0.39 0.00 0.45
H 2.9263 1.4530 -1.2784 -0.33 0.22 -0.61
H 3.1868 -0.1574 -0.7110 0.19 -0.13 0.12
H 4.2698 -0.0609 1.7889 0.32 -0.41 -0.64
H 5.6686 0.9853 2.0640 0.58 -0.30 -0.83
H 2.8104 1.7339 2.4282 0.37 -0.24 0.36
H 4.2695 1.6255 3.5699 -0.83 -0.24 -0.28
H 5.2817 3.5576 2.6042 -0.16 -0.45 -0.16
H 3.5887 3.8814 2.8894 0.02 0.32 0.36
H 1.9272 2.9995 0.7278 0.44 0.05 0.37
H 2.4173 3.9446 -0.5323 -0.09 0.91 -1.38
H 2.0408 4.6914 1.0989 0.39 -0.18 -0.73
H 3.9238 5.8102 1.1697 -0.15 0.62 0.19
H 4.7344 5.3308 -0.2967 0.23 0.46 -0.08
H 5.5519 5.2502 1.2774 1.48 -0.05 0.54
H 5.0836 3.7652 -1.6405 -0.68 -0.62 -0.15
C -6.4355 1.9374 -0.1298 0.90 -0.96 -3.55
C -5.5325 0.6834 -0.0816 -0.39 -1.12 1.51
C -4.0986 1.1319 0.1264 0.15 0.60 0.09
C -5.9721 -0.2055 1.1480 0.86 -0.12 -1.10
C -7.4014 -0.6769 0.8501 -0.87 -0.30 0.85
C -7.3699 -1.6823 -0.3037 1.26 -0.16 0.50
C -6.8403 -1.0271 -1.5989 0.60 0.59 0.39
C -6.4251 -2.1127 -2.6473 0.46 0.61 -0.07
C -7.8576 -0.0820 -2.2219 0.58 -0.12 -1.41
N -5.5704 -0.2644 -1.2143 0.28 0.27 -0.93
O -5.0837 0.4955 -2.3701 -0.27 -1.12 0.49
H -6.0018 2.6114 -0.9111 -0.54 -0.53 0.23
H -7.4433 1.6502 -0.4305 0.24 0.64 0.49
H -6.3642 2.5055 0.7268 -0.19 0.87 2.26
H -4.0660 1.8494 0.9441 -0.04 0.05 0.28
H -3.3932 0.3540 0.3517 0.12 -0.77 0.31
H -3.6687 1.6456 -0.7192 -0.16 0.30 -0.48
H -5.2540 -1.1103 1.2190 -1.19 1.25 -0.18
H -5.7970 0.3762 2.0592 -0.53 -0.04 -0.04
H -7.9056 -1.0258 1.7712 0.50 -0.67 -0.37
H -8.1631 0.0717 0.5633 0.91 0.39 0.03
H -8.3165 -2.1703 -0.4091 -0.84 0.02 -0.56
H -6.6981 -2.5112 -0.0517 0.18 0.13 0.10
H -7.3337 -2.5569 -3.1015 0.52 -0.13 0.54
H -5.7547 -2.8481 -2.1388 -0.71 0.30 -0.50
H -5.8510 -1.6804 -3.5171 -0.55 -0.15 1.03
H -7.2685 0.4533 -2.9899 -0.59 -0.16 0.02
H -8.2841 0.6965 -1.6061 -0.26 -0.34 0.31
H -8.6364 -0.6831 -2.7098 0.00 0.35 0.12
H -4.1889 0.0777 -2.4438 -0.45 0.44 -0.18
O 0.4179 1.1146 -3.5949 -0.60 2.00 0.12
C 0.5115 2.1817 -4.5607 1.34 0.36 2.37
C 1.8108 2.9901 -4.3217 -0.81 0.09 0.88
O 2.9232 2.1475 -4.3471 0.80 -0.80 -0.41
H 0.8034 0.3302 -3.9398 0.45 -1.24 -0.50
H 0.6370 1.7649 -5.4880 -0.01 -1.15 -2.55
H -0.3839 2.7870 -4.5501 -0.21 0.19 0.26
H 1.7508 3.5578 -3.3791 0.00 -0.14 -0.20
H 1.9845 3.6764 -5.1341 -0.34 0.53 -0.34
H 3.2767 1.9050 -3.4866 -0.37 0.25 0.27
O 1.0506 -0.8255 -1.0828 -1.07 -0.99 -1.26
C 0.0417 -0.5525 -0.0973 -0.12 -0.18 -0.15
C -0.1733 0.9248 -0.0792 -0.93 1.21 2.08
O -0.7878 1.3807 -1.2447 -1.94 0.39 1.20
H 0.6549 -1.1021 -1.9673 0.19 0.37 1.52
H -0.9466 -1.0335 -0.2648 0.69 0.00 -0.16
H 0.3929 -0.8820 0.8917 0.17 -0.07 -0.28
H 0.7585 1.4805 0.0909 -0.34 -0.26 -0.14
H -0.8462 1.2358 0.7721 0.49 -0.50 -0.71
H -0.1719 1.2308 -1.9199 1.51 -0.19 -2.32
O -2.6190 -0.5047 -2.4971 0.06 -0.15 0.32
C -2.2748 -0.4535 -3.8722 1.94 -2.50 0.68
C -1.4342 -1.7664 -4.2899 0.36 1.41 1.20
O -0.0749 -1.6717 -3.7902 -0.29 -0.04 0.09
H -2.1510 0.1598 -1.9658 0.51 0.16 -0.12
H -3.1835 -0.5570 -4.3571 -1.83 0.01 -1.43
H -1.8002 0.4680 -4.1055 0.57 0.57 -0.38
H -1.4400 -1.9424 -5.3564 0.04 0.34 -0.51
H -1.9541 -2.6167 -3.8453 0.00 -0.02 0.21
H 0.6001 -2.3155 -4.1695 -1.09 0.65 0.03
C -2.3946 -3.1287 -0.9641 -3.36 -0.21 0.54
O -2.9613 -2.1236 -0.1260 -0.01 0.21 0.07
H -1.8622 -3.7668 -0.3408 1.03 -1.18 1.30
H -3.2586 -3.7588 -1.3584 1.25 0.74 -0.26
H -1.7214 -2.7328 -1.6609 0.66 0.55 -1.48
H -3.5992 -1.5856 -0.6301 0.17 -0.27 -0.03
C 0.5391 -6.5754 -4.0470 0.22 0.07 0.78
O 1.4246 -5.8116 -4.8755 -0.20 0.23 1.22
H -0.4933 -6.1959 -4.1618 0.42 -0.24 0.27
H 0.5765 -7.6478 -4.3328 -0.04 0.61 0.31
H 0.9163 -6.4440 -2.9943 -0.65 -0.25 -1.00
H 1.4747 -6.2711 -5.6849 0.31 -0.52 -1.59
```
Positions in Å, forces in eV/Å.

---

[4]
C2H5N | the ωB97M-V functional and the def2-TZVPD basis

Output
SMILES: C1CN1
LUMO energy: 1.3 eV
gap between HOMO and LUMO: 11.3 eV
energy above the lowest of the compared OMol25 structures with the same formula, charge and spin: 60.94 kcal/mol
electronic energy: -3641.8716 eV

The geometry in XYZ format:
```
8
Properties=species:S:1:pos:R:3:forces:R:3
C 0.7612 -0.1575 -0.0987 2.99 -7.35 0.48
C -0.7742 -0.1981 -0.1170 -0.42 0.42 -4.46
N 0.0735 0.9935 -0.1957 -1.30 0.60 -4.46
H 0.8727 -0.6961 0.9045 0.84 1.54 -0.68
H 1.7239 -0.6161 -0.7782 -3.39 1.57 1.09
H -1.4227 -0.3561 0.7182 0.41 -0.27 0.82
H -1.3521 -0.2688 -1.0872 0.88 -0.33 1.17
H 0.1176 1.2991 0.6541 0.00 3.82 6.03
```
Positions in Å, forces in eV/Å.

---

[5]
C4H5I | the ωB97M-V functional and the def2-TZVPD basis

Output
SMILES: I[C@H]1C=CC1
LUMO energy: 0.6 eV
gap between HOMO and LUMO: 9.8 eV
energy above the lowest of the compared OMol25 structures with the same formula, charge and spin: 0.00 kcal/mol
electronic energy: -12328.0692 eV

The geometry in XYZ format:
```
10
Properties=species:S:1:pos:R:3:forces:R:3
I -2.7377 -0.0834 0.0140 0.30 0.02 -0.11
C -0.6606 0.0097 -0.5970 -0.37 -0.01 -0.16
C 0.1347 1.1419 -0.0381 -0.05 0.06 0.12
C 0.9964 0.3406 0.5851 0.00 0.06 -0.05
C 0.3043 -0.9269 0.1659 0.08 -0.39 0.13
H -0.6662 -0.0920 -1.6792 -0.10 -0.03 0.03
H 0.0160 2.2045 -0.1385 0.02 0.24 -0.01
H 1.8839 0.5004 1.1683 0.21 0.13 0.13
H 0.8832 -1.6069 -0.4591 -0.02 -0.05 -0.05
H -0.1540 -1.4880 0.9786 -0.07 -0.02 -0.03
```
Positions in Å, forces in eV/Å.